# C2HN3O2

C2HN3O2 in the gas phase in a non-equilibrium geometry (the ωB97M-V functional and the def2-TZVPD basis, OMol25).

Geometry (Å):
C 1.07441 -0.22159 0.56923
C -2.65032 -1.21306 -0.63545
N -1.67561 -0.50324 -0.44445
N -0.88941 0.49783 -0.55049
N 0.27945 0.65192 -0.18011
O 1.33396 -1.33827 0.40575
O 0.95302 1.65525 -0.44068
H 1.57450 0.47116 1.27620

Computed properties:
Energy above the lowest of the compared OMol25 structures with the same formula, charge and spin ... 173.2 kcal per mole
Orbital gap (spin up / spin down) ... 9.086 / 9.087 eV
Multiplicity ... 1

Now the natural (NBO) charges, all in e: C 0.505; C 0.349; N -0.407; N -0.039; N 0.247; O -0.419; O -0.383; H 0.147

# C39H91N13O13

C39H91N13O13 as an isolated structure in a non-equilibrium geometry (the ωB97M-V functional and the def2-TZVPD basis, OMol25).

Geometry (Å):
C 3.95051 -2.25181 -1.97758
C 4.84025 -2.86002 -0.90783
O 4.38397 -3.09212 0.20793
N 6.10579 -3.21240 -1.23706
C 7.04944 -3.84380 -0.34884
H 3.14643 -2.92038 -2.28029
H 4.56297 -1.98935 -2.84438
H 3.44814 -1.35989 -1.60942
H 6.36870 -3.24233 -2.20754
H 7.49945 -4.70910 -0.83583
H 6.59448 -4.24479 0.55629
H 7.81764 -3.15416 0.00404
C -2.15573 3.42226 1.59405
C -0.98497 4.34838 1.82182
O -1.14161 5.56574 1.83448
N 0.19394 3.75919 2.08835
C 1.39543 4.50902 2.36124
H -2.83693 3.94436 0.92554
H -2.64518 3.23603 2.54851
H -1.76367 2.51919 1.12338
H 0.19111 2.74458 2.16837
H 1.59119 5.28479 1.61800
H 2.26109 3.85132 2.36250
H 1.28832 5.04425 3.30805
C -0.55367 -3.64207 -2.70526
C -0.66835 -2.13305 -2.69619
O 0.29274 -1.36117 -2.70317
N -1.92971 -1.67932 -2.74061
C -2.32066 -0.26873 -2.80221
H -1.16057 -4.03351 -3.51721
H -0.80654 -3.98037 -1.70131
H 0.49450 -3.88599 -2.87207
H -2.72413 -2.29580 -2.71178
H -2.37518 0.03900 -3.84558
H -1.58614 0.34883 -2.28945
H -3.28379 -0.12378 -2.31838
C -0.84039 -1.16017 0.91209
C -0.02116 0.09618 0.72805
O -0.00686 0.97870 1.60027
N 0.58357 0.24052 -0.43977
C 1.51565 1.30966 -0.72317
H -1.81160 -1.17617 0.41932
H -1.00924 -1.34359 1.97405
H -0.27751 -2.03682 0.57454
H 0.59956 -0.54482 -1.09592
H 1.12330 2.04961 -1.42560
H 2.43037 0.93437 -1.17647
H 1.80229 1.88714 0.15422
C -2.62423 -4.94572 5.84412
C -1.65428 -3.77986 5.86036
O -1.54106 -3.05029 6.83824
N -1.01110 -3.51327 4.69972
C -0.10337 -2.39929 4.53881
H -3.60466 -4.68795 5.45243
H -2.56652 -5.54899 6.74483
H -2.22535 -5.64908 5.09344
H -1.27311 -4.02041 3.87063
H -0.43087 -1.52155 5.10694
H -0.10388 -2.10309 3.49322
H 0.86290 -2.60329 5.00327
C -1.50861 -6.55848 0.31584
C -0.64756 -5.45076 0.92252
O -0.91042 -4.97654 2.01600
N 0.38581 -5.07663 0.14630
C 1.34527 -4.04674 0.48192
H -2.30137 -6.05636 -0.24625
H -2.03008 -7.19077 1.03019
H -0.93482 -7.22882 -0.32620
H 0.53487 -5.67567 -0.64552
H 0.96565 -3.23606 1.09678
H 1.58975 -3.59796 -0.48752
H 2.30288 -4.36875 0.88824
C -2.01411 0.17065 4.60850
C -0.69188 0.46509 5.28179
O -0.54733 0.41517 6.49691
N 0.32552 0.76556 4.45319
C 1.69043 1.02994 4.88971
H -2.20692 -0.88578 4.80072
H -1.96047 0.39773 3.54005
H -2.83302 0.78977 4.97141
H 0.14514 0.89365 3.46195
H 2.31896 1.11358 4.00420
H 2.00869 0.14973 5.44799
H 1.76848 1.94595 5.47184
C -1.32440 3.83877 -2.31175
C -2.44256 3.39970 -3.21731
O -2.22545 3.12865 -4.39060
N -3.68187 3.38381 -2.69973
C -4.86474 3.05805 -3.49905
H -1.64451 4.54942 -1.54576
H -0.51103 4.23460 -2.91236
H -0.94149 3.00054 -1.71765
H -3.87978 3.72447 -1.77528
H -5.67762 2.72348 -2.85968
H -4.53644 2.25155 -4.15318
H -5.21655 3.89871 -4.09490
C -3.95285 0.44369 1.01057
C -5.01973 -0.48883 0.48953
O -4.91364 -1.70443 0.60746
N -6.02910 0.11981 -0.13854
C -7.14196 -0.57538 -0.77803
H -4.30836 1.30301 1.58388
H -3.41314 0.89418 0.17087
H -3.21825 -0.06409 1.63104
H -6.07275 1.11998 -0.06420
H -7.51138 -1.30796 -0.05996
H -6.79698 -1.08904 -1.67455
H -7.89823 0.16546 -1.01735
C 4.97663 2.39366 -0.95796
C 6.17704 1.70119 -1.53184
O 7.26282 1.71532 -0.97927
N 5.92255 0.95702 -2.63666
C 6.95623 0.24079 -3.35071
H 5.18016 3.45896 -0.79928
H 4.82746 2.11765 0.08840
H 4.06977 2.32430 -1.55298
H 4.98697 0.94601 -3.02908
H 7.13606 0.72265 -4.31297
H 6.69199 -0.81305 -3.44698
H 7.90125 0.23490 -2.81136
C 2.36091 5.30556 -1.97930
C 1.37481 6.26866 -2.60350
O 1.31947 6.37114 -3.82838
N 0.57105 7.01289 -1.82580
C 0.65664 7.32082 -0.40144
H 2.89716 4.77910 -2.76007
H 1.86353 4.56481 -1.34402
H 3.02169 5.85645 -1.30554
H -0.07579 7.59626 -2.32951
H 0.03884 8.20041 -0.24689
H 1.67976 7.57827 -0.11316
H 0.32872 6.50352 0.24054
C 1.13574 1.89917 -4.52669
C 2.55071 1.42361 -4.72952
O 3.22444 1.07723 -3.75367
N 3.07712 1.44223 -5.96071
C 4.38991 0.91724 -6.28357
H 0.73232 2.32843 -5.44902
H 1.18067 2.75745 -3.85453
H 0.45511 1.13648 -4.16174
H 2.58563 1.92920 -6.68963
H 4.45660 0.85470 -7.36714
H 4.49547 -0.08923 -5.87984
H 5.20486 1.52829 -5.89622
C -2.59491 -4.01874 2.00501
C -3.36777 -3.77693 3.28919
O -3.06263 -4.26437 4.37060
N -4.44867 -3.00427 3.12934
C -5.34529 -2.62616 4.19222
H -2.39157 -5.06523 1.79312
H -1.65898 -3.45635 2.05399
H -3.10500 -3.62872 1.12000
H -4.71254 -2.60107 2.23103
H -5.33457 -3.30543 5.04748
H -6.39776 -2.71361 3.91193
H -5.11835 -1.64174 4.60387

Computed properties:
Energy above the lowest of the compared OMol25 structures with the same formula, charge and spin ... 244.1 kcal per mole
Orbital gap ... 7.038 eV
Multiplicity ... 1

Atomic partial charges in e from the Mulliken method, atoms 1 to 99: C 0.009; C 0.511; O -0.681; N -0.125; C -0.972; H 0.193; H 0.156; H -0.363; H 0.276; H 0.347; H 0.301; H 0.288; C -0.656; C 0.391; O -0.743; N 0.537; C -0.962; H 0.297; H 0.480; H -0.116; H 0.023; H 0.143; H 0.347; H 0.383; C -1.091; C 0.569; O -0.574; N -0.005; C -0.477; H 0.510; H -0.016; H 0.228; H 0.253; H 0.463; H -0.146; H 0.204; C 0.991; C -0.449; O -0.549; N 1.359; C -0.244; H 0.080; H -0.693; H -0.543; H -0.661; H -0.050; H -0.318; H 0.106; C -1.101; C 0.815; O -0.668; N 0.117; C -0.585; H 0.003; H 0.492; H 0.146; H 0.425; H -0.017; H 0.284; H 0.368; C -1.554; C 0.813; O -0.532; N 0.042; C -0.572; H 0.317; H 0.406; H 0.434; H 0.300; H 0.059; H -0.017; H 0.482; C 0.332; C 0.170; O -0.693; N 0.536; C -1.093; H -0.288; H -0.476; H 0.518; H 0.083; H 0.340; H 0.330; H 0.290; C 0.365; C 0.246; O -0.687; N -0.119; C -0.953; H 0.454; H -0.165; H -0.375; H 0.255; H 0.294; H 0.324; H 0.318; C 0.115; C 0.240; O -0.835

# CHNO2S

CHNO2S in the gas phase in a non-equilibrium geometry (the ωB97M-V functional and the def2-TZVPD basis, OMol25).

Geometry (Å):
C 0.08510 0.54706 0.73096
N -0.04641 -0.41620 -0.81419
O -0.24276 0.20766 -1.77561
O -0.02266 -1.58737 -0.60110
S 0.57485 -0.24604 2.04367
H -0.34812 1.49489 0.41626

Computed properties:
Energy above the lowest of the compared OMol25 structures with the same formula, charge and spin ... 78.6 kcal per mole
Orbital gap ... 8.140 eV
Multiplicity ... 1

Now the natural (NBO) charges, all in e: C -0.276; N 0.527; O -0.345; O -0.356; S 0.234; H 0.216

Repeat the first record exactly.
# C2HN3O2

C2HN3O2 in the gas phase in a non-equilibrium geometry (the ωB97M-V functional and the def2-TZVPD basis, OMol25).

Geometry (Å):
C 1.07441 -0.22159 0.56923
C -2.65032 -1.21306 -0.63545
N -1.67561 -0.50324 -0.44445
N -0.88941 0.49783 -0.55049
N 0.27945 0.65192 -0.18011
O 1.33396 -1.33827 0.40575
O 0.95302 1.65525 -0.44068
H 1.57450 0.47116 1.27620

Computed properties:
Energy above the lowest of the compared OMol25 structures with the same formula, charge and spin ... 173.2 kcal per mole
Orbital gap (spin up / spin down) ... 9.086 / 9.087 eV
Multiplicity ... 1

Now the natural (NBO) charges, all in e: C 0.505; C 0.349; N -0.407; N -0.039; N 0.247; O -0.419; O -0.383; H 0.147

Question: What is the multiplicity in the third record?
Answer: 1

Question: Which value of energy above the lowest of the compared OMol25 structures with the same formula, charge and spin does entry 3 give?
Answer: 78.6 kcal per mole